No. 1
Computed, not measured: a structure of composition C41H40N2P2PtS2, with wB97M-V/def2-TZVPD.

```
88
Properties=species:S:1:pos:R:3:mulliken_spin:R:1
Pt -0.815 -0.192 -0.678 0.87
C 0.292 2.154 0.713 0.10
N -0.792 3.065 0.657 0.06
C -1.123 3.671 -0.601 -0.01
C -1.994 2.841 -1.569 0.00
N -1.372 1.707 -2.274 0.05
C -0.086 2.054 -2.885 0.01
C -2.266 1.246 -3.326 0.02
C -2.720 2.117 -4.310 -0.01
C -3.556 1.696 -5.328 0.02
C -3.968 0.373 -5.377 -0.01
C -3.505 -0.513 -4.433 0.00
C -2.636 -0.101 -3.417 -0.02
S -2.051 -1.353 -2.368 0.33
C -1.795 2.958 1.650 0.01
C -2.080 4.115 2.372 0.00
C -2.965 4.119 3.430 0.00
C -3.592 2.936 3.790 0.00
C -3.351 1.792 3.069 0.01
C -2.466 1.769 1.984 -0.02
S -2.406 0.232 1.169 0.35
H 0.481 1.928 1.759 -0.03
H 1.187 2.600 0.274 0.00
H 0.110 1.151 0.171 0.01
H -0.199 3.990 -1.088 0.00
H -1.705 4.572 -0.381 0.00
H -2.386 3.569 -2.292 0.00
H -2.844 2.442 -1.003 -0.01
H -0.161 2.952 -3.514 0.00
H 0.243 1.224 -3.511 0.00
H 0.666 2.227 -2.116 -0.01
H -2.409 3.154 -4.300 0.00
H -3.882 2.402 -6.077 0.00
H -4.641 0.038 -6.153 0.00
H -3.804 -1.551 -4.457 0.00
H -1.566 5.025 2.098 0.00
H -3.154 5.031 3.974 0.00
H -4.269 2.907 4.631 0.00
H -3.874 0.880 3.315 0.00
C 1.894 -2.559 1.066 0.06
P 0.769 -1.905 -0.298 0.14
C -0.246 -3.421 -0.404 -0.05
C -1.566 -3.366 0.036 0.01
C -2.355 -4.501 0.013 0.00
C -1.833 -5.700 -0.439 0.00
C -0.516 -5.762 -0.871 0.00
C 0.278 -4.629 -0.855 0.00
C 1.869 -2.015 -1.746 -0.01
C 1.370 -2.388 -2.993 0.02
C 2.203 -2.397 -4.096 -0.01
C 3.533 -2.026 -3.975 0.02
C 4.027 -1.635 -2.742 -0.01
C 3.198 -1.621 -1.637 0.04
P 2.836 -1.731 2.447 0.00
C 3.385 -0.075 1.880 0.01
C 2.827 1.103 2.364 0.00
C 3.396 2.325 2.054 0.00
C 4.527 2.384 1.258 0.00
C 5.106 1.214 0.795 0.00
C 4.554 -0.009 1.124 0.00
C 1.506 -1.241 3.598 0.00
C 1.947 -0.984 4.896 0.00
C 1.052 -0.635 5.887 0.00
C -0.300 -0.553 5.590 0.00
C -0.744 -0.800 4.301 0.01
C 0.153 -1.144 3.303 0.00
H 2.643 -3.156 0.534 0.01
H 1.266 -3.260 1.630 0.00
H -1.980 -2.421 0.369 0.01
H -3.383 -4.445 0.336 0.00
H -2.453 -6.585 -0.471 0.00
H -0.116 -6.697 -1.234 0.00
H 1.298 -4.679 -1.217 0.00
H 0.329 -2.667 -3.096 0.01
H 1.817 -2.701 -5.058 0.00
H 4.177 -2.028 -4.842 0.00
H 5.063 -1.351 -2.642 0.00
H 3.573 -1.289 -0.683 0.00
H 1.958 1.058 3.005 0.00
H 2.968 3.238 2.447 0.00
H 4.966 3.340 1.017 0.00
H 6.006 1.257 0.202 0.00
H 5.049 -0.922 0.819 0.00
H 3.004 -1.064 5.113 0.00
H 1.404 -0.435 6.889 0.00
H -1.004 -0.298 6.368 0.00
H -1.794 -0.723 4.066 0.00
H -0.210 -1.328 2.298 0.01
```

As for the calculated total energy: -89640.6278 eV. As for the spin multiplicity: 3. As for the expectation value of S²: 2.01.

No. 2
Computed, not measured: a structure of composition C41H41As2N3W, with wB97M-V/def2-TZVPD.

```
88
Properties=species:S:1:pos:R:3:mulliken_spin:R:1
W 0.418 0.272 0.496 1.52
C -1.598 -0.935 -0.120 -0.03
C -0.474 -1.792 -0.064 0.15
C 0.153 -2.035 1.178 -0.04
C -0.161 -1.233 2.293 0.02
C -1.132 -0.221 2.169 0.12
C -1.944 -0.180 1.005 -0.01
H -2.226 -0.919 -1.004 0.01
H -0.267 -2.472 -0.883 0.00
H 0.849 -2.860 1.263 0.00
H 0.282 -1.428 3.261 0.01
H -1.425 0.327 3.058 -0.01
H -2.841 0.430 0.996 0.00
C 3.663 1.697 1.360 -0.04
C 3.705 1.208 -0.089 0.11
As 2.894 -0.543 -0.307 -0.09
C 4.182 -1.828 0.317 0.00
C 5.436 -1.604 -0.242 0.00
C 6.462 -2.490 0.064 0.00
C 6.228 -3.587 0.884 0.00
C 4.960 -3.819 1.393 0.00
C 3.924 -2.938 1.111 0.00
C 2.865 -0.966 -2.162 0.00
C 2.432 -2.245 -2.518 0.00
C 2.492 -2.635 -3.848 0.00
C 3.004 -1.758 -4.804 0.00
C 3.456 -0.500 -4.435 0.00
C 3.381 -0.088 -3.104 0.00
As 1.972 1.370 2.309 0.00
C 2.472 0.221 3.753 0.00
C 2.569 0.769 5.030 -0.01
C 3.032 -0.030 6.071 0.00
C 3.375 -1.356 5.845 0.00
C 3.268 -1.895 4.565 0.00
C 2.814 -1.102 3.524 0.02
C 1.390 2.955 3.178 0.00
C 2.363 3.866 3.571 -0.01
C 1.969 4.993 4.285 0.00
C 0.632 5.196 4.600 0.00
C -0.330 4.272 4.208 0.00
C 0.050 3.145 3.496 0.02
H 3.858 2.769 1.397 0.00
H 4.403 1.191 1.979 -0.01
H 4.736 1.134 -0.436 0.01
H 3.180 1.891 -0.756 -0.01
H 5.636 -0.787 -0.924 0.00
H 7.444 -2.325 -0.358 0.00
H 7.032 -4.276 1.104 0.00
H 4.770 -4.691 2.005 0.00
H 2.938 -3.166 1.489 0.00
H 2.113 -2.963 -1.768 0.00
H 2.179 -3.631 -4.135 0.00
H 3.080 -2.074 -5.837 0.00
H 3.886 0.162 -5.176 0.00
H 3.749 0.892 -2.832 0.00
H 2.286 1.791 5.235 0.00
H 3.122 0.392 7.064 0.00
H 3.724 -1.970 6.664 0.00
H 3.546 -2.927 4.389 0.00
H 2.754 -1.509 2.529 0.00
H 3.413 3.719 3.355 0.00
H 2.716 5.710 4.603 0.00
H 0.340 6.069 5.170 0.00
H -1.370 4.429 4.467 0.00
H -0.703 2.412 3.229 -0.01
N 0.075 -0.018 -2.639 0.02
C 0.156 0.600 -3.812 0.04
C 0.604 1.893 -3.577 0.02
C 0.790 1.966 -2.217 0.07
N 0.457 0.793 -1.609 0.06
H -0.123 -0.997 -2.504 0.01
H -0.103 0.089 -4.728 0.00
H 0.771 2.669 -4.305 0.00
H 1.122 2.810 -1.638 -0.04
N -0.624 2.278 0.401 0.07
C -0.145 3.692 0.232 -0.03
C -1.154 4.625 0.060 0.00
C -0.818 5.965 -0.078 0.00
C 0.514 6.356 -0.051 0.00
C 1.515 5.405 0.109 0.00
C 1.183 4.063 0.251 0.10
H -1.201 2.317 1.241 0.01
H -1.279 2.132 -0.370 0.01
H -2.199 4.329 0.037 0.00
H -1.602 6.700 -0.205 0.00
H 0.772 7.400 -0.163 0.00
H 2.553 5.710 0.121 0.00
H 1.967 3.329 0.360 -0.04
```

As for the spin multiplicity: 3. As for the expectation value of S²: 2.02. The calculation puts the relative energy (zero: lowest compared OMol25 entry of this formula, charge and spin) at 1.168 eV. Its charge is +4.

No. 3
Computed, not measured: a cluster of 18 separate species, C41H41Br2Cl68N3O2S in total, with wB97M-V/def2-TZVPD.

```
158
Properties=species:S:1:pos:R:3:mulliken_charge:R:1
C -2.152 -5.005 4.343 -0.80
C -2.026 -4.818 2.996 -0.35
N -3.179 -4.333 2.260 0.51
C -4.026 -5.329 1.710 -0.44
Br -4.798 -6.502 2.990 -0.09
C -4.296 -5.454 0.414 0.94
C -5.228 -6.445 -0.198 -1.27
Br -3.450 -4.338 -0.847 -0.09
C -3.436 -3.030 2.169 -0.18
N -4.504 -2.494 1.585 0.10
C -4.386 -1.033 1.645 -0.42
C -5.516 -0.436 2.533 0.23
O -5.891 -1.213 3.445 -0.75
O -5.912 0.699 2.232 -0.69
C -2.914 -0.796 2.027 0.93
S -1.913 -0.864 0.496 -0.29
C -2.573 0.258 3.076 -1.23
C -2.865 1.715 2.724 -0.81
C -2.095 2.302 1.536 -0.82
C -1.907 3.816 1.719 0.46
C -3.241 4.585 1.571 -1.51
C -3.174 5.804 0.634 0.94
C -4.117 5.634 -0.578 -0.27
C -4.554 6.970 -1.184 -1.47
C -3.394 7.848 -1.672 -0.63
C -2.522 7.175 -2.753 0.07
C -1.048 7.576 -2.634 0.01
C -0.240 7.192 -3.875 -1.28
C -0.043 5.670 -4.037 -0.55
C 0.340 4.925 -2.740 -0.74
C -0.798 4.090 -2.127 0.60
N -2.591 -2.106 2.711 -0.18
H -2.108 -6.001 4.777 0.35
H -2.346 -4.166 5.010 0.21
H -1.102 -4.932 2.439 0.38
H -5.917 -5.891 -0.841 0.36
H -4.674 -7.109 -0.860 0.03
H -5.831 -6.972 0.533 0.50
H -5.396 -2.878 1.888 0.38
H -4.543 -0.662 0.630 0.46
H -0.772 -0.342 0.964 0.12
H -1.518 0.128 3.332 0.45
H -3.164 0.021 3.967 0.60
H -3.934 1.860 2.565 0.23
H -2.594 2.315 3.599 0.55
H -1.107 1.854 1.405 0.23
H -2.658 2.192 0.606 0.34
H -1.176 4.190 1.006 -0.45
H -1.532 3.999 2.731 0.54
H -3.973 3.892 1.150 0.52
H -3.619 4.873 2.553 0.15
H -2.169 5.989 0.243 -0.94
H -3.468 6.737 1.124 0.94
H -5.022 5.164 -0.185 0.77
H -3.658 5.002 -1.339 -0.46
H -5.244 6.806 -2.017 0.34
H -5.083 7.527 -0.404 0.44
H -2.765 8.095 -0.812 0.05
H -3.773 8.783 -2.087 0.51
H -2.642 6.092 -2.729 -0.14
H -2.878 7.514 -3.732 0.57
H -1.030 8.664 -2.509 0.57
H -0.617 7.170 -1.716 -0.28
H 0.723 7.707 -3.851 0.28
H -0.804 7.563 -4.735 0.46
H 0.774 5.520 -4.746 0.42
H -0.954 5.275 -4.488 0.22
H 0.766 5.600 -2.000 0.33
H 1.122 4.215 -3.021 0.43
H -1.317 4.657 -1.352 -0.50
H -1.549 3.820 -2.868 -0.47
H -0.408 3.164 -1.701 0.44
H -2.622 -2.063 3.723 0.32
C 0.648 7.119 1.898 0.29
Cl 0.335 6.637 3.566 -0.11
Cl 1.148 5.713 0.953 -0.13
Cl -0.809 7.830 1.205 -0.12
Cl 1.957 8.310 1.867 -0.03
C 6.362 8.265 2.262 0.24
Cl 6.963 8.749 0.671 -0.12
Cl 5.174 6.974 2.072 -0.06
Cl 7.714 7.701 3.246 -0.05
Cl 5.596 9.648 3.044 0.01
C 11.823 6.059 3.261 0.23
Cl 13.477 6.444 2.781 -0.06
Cl 11.533 4.333 3.030 -0.05
Cl 11.585 6.483 4.959 -0.10
Cl 10.678 6.967 2.267 -0.02
C 0.967 -0.937 5.486 0.27
Cl 2.153 -0.943 4.179 -0.11
Cl 1.750 -1.356 7.010 -0.04
Cl 0.238 0.664 5.617 -0.09
Cl -0.294 -2.134 5.126 -0.06
C 2.741 -1.871 11.263 0.37
Cl 2.758 -2.480 9.601 -0.08
Cl 3.780 -2.883 12.268 -0.10
Cl 3.334 -0.209 11.280 -0.10
Cl 1.090 -1.916 11.883 -0.10
C 13.385 6.659 -1.164 0.19
Cl 12.612 8.157 -0.638 -0.08
Cl 15.085 6.673 -0.675 -0.10
Cl 12.573 5.276 -0.427 0.07
Cl 13.281 6.532 -2.922 -0.04
C 14.633 7.468 -6.658 0.34
Cl 15.236 7.903 -8.259 -0.11
Cl 13.422 6.189 -6.812 -0.09
Cl 15.972 6.891 -5.661 -0.08
Cl 13.899 8.884 -5.900 -0.08
C -3.952 -9.994 -2.430 0.25
Cl -5.610 -10.158 -3.003 -0.05
Cl -3.229 -8.543 -3.130 -0.09
Cl -3.938 -9.855 -0.667 -0.11
Cl -3.033 -11.428 -2.909 0.01
C -2.502 -15.487 -1.742 0.30
Cl -3.130 -17.072 -2.187 0.00
Cl -2.169 -14.556 -3.209 -0.09
Cl -3.700 -14.629 -0.767 -0.11
Cl -1.012 -15.673 -0.815 -0.09
C 9.253 11.073 5.318 0.20
Cl 8.901 10.324 6.879 -0.11
Cl 9.991 9.881 4.248 0.02
Cl 7.749 11.656 4.596 -0.03
Cl 10.363 12.428 5.550 -0.10
C -7.535 -11.385 -6.567 0.32
Cl -8.112 -9.794 -6.052 -0.10
Cl -5.952 -11.687 -5.849 -0.02
Cl -8.671 -12.624 -6.028 -0.09
Cl -7.408 -11.424 -8.327 -0.10
C 2.778 12.972 2.862 0.25
Cl 2.387 11.303 2.441 0.00
Cl 2.736 13.975 1.410 -0.10
Cl 1.600 13.574 4.031 -0.10
Cl 4.397 13.040 3.576 -0.06
C 0.572 -9.267 -5.237 0.29
Cl 0.096 -7.626 -4.783 -0.10
Cl 2.147 -9.637 -4.528 -0.10
Cl -0.630 -10.413 -4.636 0.00
Cl 0.675 -9.382 -6.996 -0.10
C -5.421 -19.956 -3.730 0.30
Cl -4.050 -20.144 -4.827 -0.09
Cl -4.907 -20.336 -2.080 -0.10
Cl -5.995 -18.288 -3.791 -0.07
Cl -6.719 -21.049 -4.207 -0.04
C -10.326 -22.974 -2.747 0.36
Cl -10.954 -24.558 -2.287 -0.10
Cl -8.935 -22.574 -1.737 -0.08
Cl -9.832 -23.010 -4.446 -0.10
Cl -11.583 -21.754 -2.529 -0.09
C -3.662 2.667 -5.216 0.32
Cl -4.444 1.153 -5.683 -0.11
Cl -3.956 2.975 -3.503 -0.04
Cl -1.924 2.540 -5.511 -0.10
Cl -4.325 3.995 -6.172 -0.11
C 10.037 2.098 -0.539 0.29
Cl 10.625 2.639 -2.113 -0.07
Cl 8.853 0.808 -0.763 -0.11
Cl 11.396 1.494 0.419 -0.09
Cl 9.285 3.451 0.309 -0.04
```

As for the spin multiplicity: 1. The calculation puts the relative energy (zero: lowest compared OMol25 entry of this formula, charge and spin) at 0.000 eV.

No. 4
Computed, not measured: a structure of composition C41H41FP2Ti, with wB97M-V/def2-TZVPD.

```
86
Properties=species:S:1:pos:R:3:mulliken_charge:R:1
Ti -0.013 1.439 -2.655 -0.06
C 1.845 1.230 -0.379 0.12
C 2.470 1.900 -1.374 -0.62
C 3.453 1.393 -2.373 -0.98
C 3.055 0.313 -3.380 -0.71
C 1.723 -0.388 -3.214 -1.03
C 1.371 -1.160 -2.123 0.16
C 2.065 -1.329 -0.820 -1.21
C 2.291 -0.100 0.113 -1.32
C -1.607 2.030 -3.451 -0.73
H 1.125 1.741 0.257 0.97
H 2.546 2.979 -1.213 0.52
H 4.351 1.069 -1.826 0.44
H 3.791 2.276 -2.948 0.38
H 3.057 0.753 -4.390 0.32
H 3.870 -0.431 -3.404 0.43
H 1.299 -0.739 -4.168 0.58
H 0.525 -1.853 -2.249 0.91
H 3.043 -1.794 -0.992 0.50
H 1.498 -2.064 -0.225 0.36
H 1.800 -0.298 1.082 0.36
H 3.377 -0.039 0.339 0.47
H -2.380 1.705 -2.780 0.50
H -1.646 1.515 -4.422 0.38
H -1.653 3.107 -3.600 0.41
P 0.373 4.710 -6.251 0.32
P -0.281 1.986 -7.647 0.41
C 1.706 3.780 -7.027 -0.31
C 1.428 2.544 -7.569 -0.69
C 0.467 6.417 -6.921 0.56
C 1.623 6.881 -7.568 -0.18
C 1.578 8.087 -8.274 -0.69
C 0.404 8.850 -8.340 -0.52
C -0.711 8.441 -7.575 -0.63
C -0.676 7.247 -6.851 -0.33
C 0.994 4.911 -4.552 -0.77
C 0.670 3.805 -3.756 0.48
C 0.753 3.896 -2.372 -0.28
C 1.493 4.961 -1.817 -0.40
C 1.997 5.958 -2.630 -1.11
C 1.678 6.000 -3.999 -0.49
C -0.661 2.300 -9.506 0.37
C -0.661 3.638 -9.955 -0.04
C -1.019 3.963 -11.261 -0.77
C -1.396 2.956 -12.161 -0.49
C -1.356 1.623 -11.741 -0.70
C -0.979 1.291 -10.433 -0.38
C -0.179 0.156 -7.561 0.69
C -1.382 -0.540 -7.315 -0.38
C -1.381 -1.916 -7.091 -0.76
C -0.174 -2.619 -7.124 -0.52
C 1.019 -1.954 -7.421 -0.73
C 1.011 -0.574 -7.651 -0.37
H 2.716 4.202 -7.012 0.60
H 2.186 1.920 -8.055 0.57
H 2.547 6.294 -7.530 0.26
H 2.477 8.434 -8.794 0.38
H 0.353 9.749 -8.961 0.43
H -1.602 9.062 -7.569 0.40
H -1.537 6.948 -6.235 0.37
H 0.269 2.890 -4.268 0.10
H 0.226 3.149 -1.685 1.06
H 1.693 4.953 -0.739 0.56
H 2.647 6.737 -2.219 0.43
H 1.960 6.837 -4.632 0.56
H -0.381 4.440 -9.264 0.13
H -1.025 4.997 -11.582 0.43
H -1.702 3.209 -13.175 0.39
H -1.640 0.833 -12.441 0.38
H -0.938 0.239 -10.144 0.29
H -2.315 0.011 -7.302 0.50
H -2.320 -2.432 -6.899 0.44
H -0.169 -3.687 -6.928 0.43
H 1.955 -2.512 -7.474 0.42
H 1.942 -0.083 -7.912 0.23
F -0.670 -1.691 2.482 -0.33
C -1.142 -1.010 1.387 0.41
C -1.359 -1.703 0.205 -0.64
C -1.399 -0.947 -0.976 -0.59
C -1.170 0.432 -0.930 0.40
C -1.366 1.083 0.283 -0.74
C -1.324 0.362 1.484 -0.43
H -1.387 -2.794 0.216 0.44
H -1.640 -1.427 -1.918 0.75
H -1.607 2.147 0.277 0.53
H -1.347 0.839 2.451 0.46
```

As for the calculated total energy: -87569.3130 eV. As for the spin multiplicity: 1. Its charge is +2.